Computed, not measured: a cluster of 7 separate species, C26H42O21 in total, with wB97M-V/def2-TZVPD.

Cartesian coordinates (Å):
C  -6.939  -0.639  3.929
C  -6.028  -1.358  3.533
C  -5.075  -2.238  2.680
C  -3.961  -1.791  1.994
C  -3.491  -0.297  2.037
C  -2.693  -0.037  3.402
C  -3.372  -3.053  1.257
O  -2.384  -3.063  0.570
O  -4.271  -4.092  1.551
C  -5.291  -3.788  2.506
O  -6.053  -4.546  3.032
H  -7.878  -0.039  4.078
H  -2.803  -0.051  1.172
H  -4.376  0.403  2.001
H  -2.822  -0.885  4.151
H  -1.568  0.025  3.220
H  -3.015  0.906  3.942
C  4.178  -0.532  3.214
O  3.637  -1.515  2.329
C  2.305  -1.461  2.190
O  1.564  -0.679  2.734
O  1.938  -2.430  1.341
C  0.532  -2.492  1.096
H  5.258  -0.674  3.245
H  3.972  0.474  2.845
H  3.782  -0.663  4.222
H  0.179  -1.564  0.642
H  -0.011  -2.700  2.019
H  0.350  -3.308  0.398
C  -9.005  0.651  -2.028
O  -9.339  -0.673  -1.613
C  -8.528  -1.175  -0.672
O  -7.583  -0.613  -0.177
O  -8.951  -2.413  -0.377
C  -8.173  -3.073  0.620
H  -9.725  0.954  -2.789
H  -9.075  1.347  -1.191
H  -8.007  0.677  -2.469
H  -8.209  -2.525  1.564
H  -7.141  -3.194  0.284
H  -8.602  -4.061  0.779
C  8.737  -3.059  -1.642
O  7.629  -3.873  -1.257
C  6.983  -3.441  -0.165
O  7.260  -2.462  0.482
O  5.975  -4.289  0.083
C  5.194  -3.949  1.230
H  9.182  -3.500  -2.533
H  8.406  -2.048  -1.887
H  9.491  -3.037  -0.854
H  4.723  -2.977  1.099
H  5.808  -3.963  2.132
H  4.411  -4.700  1.334
C  11.643  -4.056  -6.501
O  11.138  -2.859  -7.091
C  10.360  -2.131  -6.279
O  10.072  -2.406  -5.141
O  9.957  -1.045  -6.952
C  9.114  -0.171  -6.204
H  12.256  -4.561  -7.247
H  12.269  -3.826  -5.637
H  10.825  -4.721  -6.218
H  9.639  0.214  -5.328
H  8.195  -0.681  -5.909
H  8.852  0.668  -6.847
C  4.648  6.597  2.330
O  4.447  5.186  2.257
C  3.282  4.768  2.774
O  2.437  5.469  3.271
O  3.223  3.436  2.641
C  2.027  2.847  3.153
H  5.617  6.817  1.884
H  3.878  7.125  1.764
H  4.660  6.931  3.369
H  1.153  3.226  2.621
H  1.935  3.032  4.225
H  2.089  1.771  2.993
C  -6.654  5.854  -3.087
O  -7.768  5.053  -2.697
C  -8.403  5.489  -1.600
O  -8.110  6.463  -0.954
O  -9.420  4.652  -1.347
C  -10.190  4.996  -0.197
H  -6.221  5.407  -3.982
H  -6.974  6.869  -3.328
H  -5.894  5.865  -2.304
H  -10.653  5.977  -0.322
H  -9.572  4.973  0.702
H  -10.980  4.253  -0.093

The total energy comes out at -2595.8844 Eh. Its SMILES is C#CC1=C(CC)C(=O)OC1=O.COC(=O)OC.COC(=O)OC.COC(=O)OC.COC(=O)OC.COC(=O)OC.COC(=O)OC. The charge is 0. For the largest force on an atom, the calculation gives 0.0542 hartree/bohr. For the energy relative to the best compared isomer or geometry (same formula, charge and spin), the calculation gives 407.4 kJ/mol.